Entry from the Open Molecules 2025 dataset: a molecular structure, C7H5NO11P2S3SbW (wB97M-V/def2-TZVPD).

Values from the calculation:
Kohn-Sham gap (spin up / spin down): 4.781 / 4.007 eV
LUMO level (spin up / spin down): -3.799 / -4.574 eV
electronic energy: -3337.1381 Eh
charge: 0
spin multiplicity: 2

Geometry as XYZ:
```
31
Properties=species:S:1:pos:R:3:forces:R:3
W -1.198 -0.319 0.824 -0.2 0.0 0.0
O 1.381 2.795 2.559 0.0 0.0 0.0
P 0.356 1.656 2.875 0.0 0.0 0.0
O 0.568 0.883 4.109 0.0 0.0 0.0
O 0.266 0.843 1.554 0.0 0.0 0.0
O -1.072 2.416 2.933 0.0 0.0 0.0
P -2.405 1.585 3.282 0.1 0.0 0.0
O -2.123 0.914 4.662 0.0 0.0 0.0
O -3.649 2.297 3.119 0.0 0.0 0.0
O -2.221 0.363 2.217 0.0 0.0 -0.1
H 1.860 3.107 3.338 0.0 0.0 0.0
H -1.164 0.721 4.790 0.0 0.0 0.0
O 2.086 -0.192 -5.434 0.0 0.0 0.0
C 2.395 -1.016 -4.567 0.0 0.0 0.0
O 3.159 -1.990 -4.536 0.0 0.0 0.0
C 1.652 -0.793 -3.215 0.0 0.0 0.0
C 1.988 -1.534 -2.089 0.0 0.0 0.0
C 1.282 -1.372 -0.914 0.0 0.0 0.0
N 0.241 -0.522 -0.819 0.0 0.0 0.0
C -0.035 0.248 -1.897 0.0 0.0 0.0
C 0.634 0.151 -3.091 0.0 0.0 0.0
C -1.122 1.238 -1.664 0.0 0.0 0.0
O -1.527 2.058 -2.414 0.0 0.0 0.0
O -1.616 1.073 -0.393 0.0 0.0 0.0
H 2.804 -2.241 -2.170 0.0 0.0 0.0
H 1.549 -1.910 -0.017 0.0 0.0 0.0
H 0.386 0.784 -3.934 0.0 0.0 0.0
S -0.114 -3.918 -1.355 0.0 0.0 0.0
Sb -1.475 -3.606 0.547 0.0 0.0 0.0
S -0.106 -2.089 1.867 0.0 0.0 0.0
S -2.778 -1.631 -0.169 0.1 0.0 0.0
```
Forces are in eV/Å.

Atomic partial charges in e from the Löwdin method, atoms 1 to 5:
1. W 1.27
2. O -0.04
3. P 0.26
4. O -0.24
5. O -0.44